No. 1
This record from OMol25 describes an isolated ion of composition C4H8O2 and charge -1 in a non-equilibrium geometry. The level of theory is ωB97M-V with the def2-TZVPD basis set.

The geometry in ORCA input format:
```
! wB97M-V def2-TZVPD RIJCOSX def2/J DEFGRID3
* xyz -1 2
C 0.0848 -0.4104 -0.6830
C -0.1505 0.3624 0.5953
C -1.6538 0.3470 1.0647
O -1.7523 0.5482 2.3917
C 1.6506 -0.4137 -1.0093
O 1.9614 -1.0542 -2.1325
H -0.4134 0.1514 -1.4911
H -0.3440 -1.4059 -0.7600
H 0.5531 0.0469 1.3796
H 0.1866 1.3945 0.4723
H -2.0773 1.2365 0.5551
H -2.1155 -0.5815 0.7179
H 1.9827 0.6532 -1.0235
H 2.0877 -0.8745 -0.0770
*
```

Values from the calculation:
Max |F| = 0.03036 Eh/bohr
LUMO (spin up / spin down) = 0.14270 / 0.06547 Eh
ΔE to the lowest compared entry with this formula, charge and spin = 116.6 kJ/mol
DFT total energy = -307.58840 a.u.
Expectation value of S² = 0.76



No. 2
This record from OMol25 describes one molecule with the formula C4H8O2. The level of theory is ωB97M-V with the def2-TZVPD basis set.

The geometry in ORCA input format:
```
! wB97M-V def2-TZVPD RIJCOSX def2/J DEFGRID3
* xyz 0 1
O 1.9592 -0.3618 0.8020
C 1.5436 -0.1887 -0.5696
C 0.1389 0.1483 -0.8206
O -0.2550 1.4061 0.2749
C -0.9621 -0.6320 -0.1152
C -1.5894 0.7164 0.1439
H 1.5640 -1.1845 1.1155
H 1.6880 -1.1082 -1.1627
H 2.2072 0.5784 -0.9772
H 0.2181 1.1379 1.1021
H -0.7821 -1.1552 0.8496
H -1.4690 -1.3101 -0.8060
H -2.0510 1.1095 -0.7673
H -2.1955 0.9227 1.0249
*
```

Values from the calculation:
Max |F| = 0.01336 Eh/bohr
LUMO = 0.02611 Eh
ΔE to the lowest compared entry with this formula, charge and spin = 498.6 kJ/mol
DFT total energy = -307.52251 a.u.



What did the first record say?
This record from OMol25 describes an isolated ion of composition C4H8O2 and charge -1 in a non-equilibrium geometry. The level of theory is ωB97M-V with the def2-TZVPD basis set.

The geometry in ORCA input format:
```
! wB97M-V def2-TZVPD RIJCOSX def2/J DEFGRID3
* xyz -1 2
C 0.0848 -0.4104 -0.6830
C -0.1505 0.3624 0.5953
C -1.6538 0.3470 1.0647
O -1.7523 0.5482 2.3917
C 1.6506 -0.4137 -1.0093
O 1.9614 -1.0542 -2.1325
H -0.4134 0.1514 -1.4911
H -0.3440 -1.4059 -0.7600
H 0.5531 0.0469 1.3796
H 0.1866 1.3945 0.4723
H -2.0773 1.2365 0.5551
H -2.1155 -0.5815 0.7179
H 1.9827 0.6532 -1.0235
H 2.0877 -0.8745 -0.0770
*
```

Values from the calculation:
Max |F| = 0.03036 Eh/bohr
LUMO (spin up / spin down) = 0.14270 / 0.06547 Eh
ΔE to the lowest compared entry with this formula, charge and spin = 116.6 kJ/mol
DFT total energy = -307.58840 a.u.
Expectation value of S² = 0.76



Q: Which of these has the highest max |F|?
A: number 1



Q: Which formula does entry 2 have?
A: C4H8O2